No. 1
This record from the Open Molecules 2025 dataset describes a cluster of 8 separate species, C53H86BrFN10O2P in total in a non-equilibrium geometry. The level of theory is ωB97M-V/def2-TZVPD.

Summary:
Charge: +1
Largest force on an atom: 0.022 Eh/bohr

Structure (XYZ):
```
154
Properties=species:S:1:pos:R:3:forces:R:3
C 0.4663 0.2129 5.1064 -0.6 -0.2 -0.2
C -0.7614 0.1173 4.1899 0.7 0.5 -0.1
C -0.6884 1.2104 3.1044 -0.2 -0.2 0.4
C -2.0475 1.6290 2.5526 0.1 -0.3 -0.5
C -2.6848 0.5408 1.6773 0.2 0.4 0.1
C -1.9529 0.3383 0.3490 -0.3 -0.3 0.0
C -2.1697 -1.0574 -0.2449 0.3 0.3 0.1
C -1.5693 -2.1750 0.5968 0.4 0.2 0.1
C -0.0465 -2.0579 0.7281 -0.1 0.0 -0.2
C 0.6214 -3.3841 1.0615 0.1 0.1 0.4
C 2.0769 -3.2525 1.5204 0.0 0.0 -0.5
C 2.9823 -2.4730 0.5388 0.3 0.2 0.3
C 3.7407 -1.3049 1.2075 -0.4 -0.4 0.1
C 2.9018 -0.0313 1.3256 0.3 -0.1 -0.1
C 2.4602 0.6131 -0.0061 -0.1 0.2 0.5
C 2.9814 2.0465 -0.2793 0.1 -0.7 -0.4
C 2.0719 2.7019 -1.3293 -0.3 -0.2 0.2
N 2.3326 2.2153 -2.6981 0.1 0.3 0.3
C 3.6700 2.0900 -3.0210 0.1 0.2 0.1
N 4.0317 2.4423 -4.2145 0.0 -0.7 -0.2
C 5.4006 2.4488 -4.7112 0.2 0.4 -0.4
O 6.0443 3.6508 -4.3786 -0.1 -0.2 0.4
O 5.1637 4.7023 -4.7815 0.1 0.0 -0.4
N 4.6487 1.6178 -2.1393 -0.5 -0.1 0.2
C 4.8673 0.1384 -2.1910 0.5 -0.2 -0.5
C 4.2288 -0.5941 -3.3457 0.5 -0.2 0.1
F 2.8558 -0.6987 -3.1819 -0.2 0.2 -0.1
C 4.4201 2.2159 -0.8073 0.3 0.7 0.8
Br 5.7581 1.5081 0.4438 -0.1 -0.1 -0.1
P 4.7916 4.0719 -1.1112 -0.4 -0.2 -0.5
C 6.6026 4.2138 -0.9478 -0.3 0.0 -0.2
C 4.0745 5.0020 0.3029 0.5 0.2 0.4
C 4.8837 5.0995 1.6043 -0.4 0.1 -0.4
H 0.5313 -0.6702 5.7396 0.2 0.0 0.1
H 0.3798 1.0877 5.7486 0.2 0.1 0.0
H 1.3596 0.2945 4.4861 0.2 0.0 0.1
H -0.7404 -0.8636 3.7121 -0.4 -0.1 0.0
H -1.6693 0.2357 4.7804 -0.1 -0.2 0.0
H -0.1778 2.0866 3.5141 0.0 0.1 0.1
H -0.0392 0.8317 2.3092 0.0 0.1 -0.1
H -1.9361 2.5335 1.9490 -0.1 0.1 0.1
H -2.7218 1.8410 3.3836 0.0 0.2 0.1
H -3.7148 0.8197 1.4481 -0.1 -0.1 0.1
H -2.7274 -0.3745 2.2691 0.0 -0.1 -0.1
H -2.3186 1.0798 -0.3658 0.1 0.1 0.0
H -0.8806 0.5169 0.4482 0.1 0.0 0.1
H -1.6734 -1.0587 -1.2203 -0.2 -0.2 -0.2
H -3.2370 -1.2231 -0.3940 0.0 0.0 -0.1
H -1.9855 -2.1526 1.6047 -0.2 -0.2 0.0
H -1.7977 -3.1491 0.1593 -0.2 0.0 0.0
H 0.3502 -1.6495 -0.2079 0.1 0.0 0.0
H 0.2128 -1.3332 1.5046 -0.1 0.1 0.1
H 0.5590 -4.0722 0.2162 -0.1 0.0 -0.1
H 0.0559 -3.8384 1.8800 0.0 -0.1 0.0
H 2.4898 -4.2545 1.6360 0.0 0.0 0.2
H 2.1133 -2.7831 2.5052 -0.1 0.1 0.1
H 3.7241 -3.1440 0.1049 -0.1 -0.1 -0.1
H 2.3888 -2.0813 -0.2872 0.0 -0.1 -0.2
H 3.9823 -1.6173 2.2255 0.2 0.0 0.0
H 4.6940 -1.1368 0.7074 0.0 0.2 -0.1
H 3.4429 0.6990 1.9301 0.0 0.0 0.0
H 2.0161 -0.2904 1.9057 -0.1 0.0 0.0
H 1.3760 0.7316 0.0655 -0.1 0.0 -0.2
H 2.6197 -0.0636 -0.8406 0.0 0.0 -0.1
H 2.9050 2.5748 0.6683 0.0 0.2 0.0
H 2.1563 3.7844 -1.3471 0.1 0.1 0.0
H 1.0369 2.4613 -1.0988 -0.1 0.1 -0.1
H 1.8133 1.3699 -2.9141 0.0 0.0 -0.2
H 3.3121 2.8177 -4.8173 -0.1 0.1 0.0
H 5.3709 2.3178 -5.7944 -0.2 0.0 0.0
H 5.9882 1.6554 -4.2633 0.1 0.0 0.1
H 5.0593 5.1864 -3.9498 -0.1 0.0 0.2
H 5.9400 -0.0404 -2.2914 0.1 0.1 0.1
H 4.5654 -0.3387 -1.2646 -0.1 0.1 0.1
H 4.6524 -1.5975 -3.3735 -0.1 -0.1 0.1
H 4.4383 -0.1404 -4.3146 -0.2 0.1 -0.1
H 7.0438 3.4399 -1.5722 0.1 -0.1 0.1
H 6.8796 5.1721 -1.3864 0.1 0.1 0.1
H 6.9488 4.1420 0.0764 0.2 -0.1 0.0
H 3.9229 6.0106 -0.0879 0.0 0.0 -0.1
H 3.0758 4.6409 0.5345 -0.1 -0.1 -0.2
H 5.9115 5.3909 1.4131 0.1 -0.1 0.1
H 4.4332 5.8832 2.2113 0.0 -0.1 0.2
H 4.8481 4.1509 2.1355 0.2 0.0 0.2
N -3.7981 2.1190 -3.6164 0.0 0.0 0.1
C -2.5491 1.5939 -3.7736 0.0 -0.1 0.0
C -1.6508 2.6245 -3.6956 0.1 0.1 0.1
C -2.3904 3.8200 -3.4763 0.0 0.0 0.0
C -3.7151 3.4721 -3.4309 0.1 0.0 0.0
H -4.6480 1.5843 -3.6280 0.0 -0.1 0.0
H -2.4096 0.5375 -3.9292 0.0 0.0 0.0
H -0.5794 2.5448 -3.7897 0.0 0.0 0.0
H -1.9980 4.8173 -3.3695 0.0 0.0 0.0
H -4.5984 4.0695 -3.2859 0.0 0.0 0.0
N -6.3820 -0.7192 -3.0859 0.1 0.0 -0.1
C -6.3783 -1.3497 -4.3045 0.0 0.1 0.0
C -5.5329 -2.4217 -4.2199 0.0 0.0 0.0
C -5.0009 -2.4374 -2.9019 0.1 0.0 0.0
C -5.5405 -1.3772 -2.2284 0.0 0.1 0.1
H -6.9145 0.1013 -2.8637 -0.1 -0.1 0.0
H -6.9734 -0.9815 -5.1222 0.0 0.0 0.0
H -5.3157 -3.1166 -5.0132 0.0 0.0 0.0
H -4.2983 -3.1434 -2.4932 0.0 -0.1 0.0
H -5.3970 -1.0323 -1.2183 0.0 0.0 0.0
N -2.0761 -5.0390 -3.1153 0.0 0.0 0.0
C -2.8490 -6.1493 -2.9150 0.0 0.0 0.0
C -2.4824 -7.0856 -3.8437 0.0 0.0 0.0
C -1.4462 -6.5153 -4.6361 0.0 0.0 0.0
C -1.2199 -5.2522 -4.1607 0.0 0.0 0.0
H -2.1306 -4.1934 -2.5788 0.0 0.0 0.0
H -3.5883 -6.1799 -2.1333 0.0 0.0 0.0
H -2.9109 -8.0703 -3.9394 0.0 0.0 0.0
H -0.9243 -6.9769 -5.4579 0.1 0.0 0.0
H -0.5254 -4.4923 -4.4747 0.0 0.0 0.0
N 2.7391 4.8820 4.7367 0.0 0.0 -0.1
C 3.2705 5.6378 5.7460 0.0 0.0 0.0
C 2.3577 6.6066 6.0650 0.0 0.0 0.0
C 1.2306 6.4263 5.2160 0.0 0.0 0.0
C 1.4952 5.3533 4.4091 0.0 0.0 0.0
H 3.1901 4.0982 4.3049 0.0 -0.1 0.1
H 4.2451 5.4226 6.1488 0.0 0.0 0.0
H 2.4808 7.3601 6.8242 0.0 0.0 0.0
H 0.3287 7.0145 5.2047 0.0 0.0 0.0
H 0.9071 4.8855 3.6375 0.0 0.0 0.0
N -6.6521 0.1175 2.1368 0.0 0.0 0.0
C -7.4612 -0.9875 2.1192 0.0 0.0 0.0
C -7.5728 -1.4432 3.4048 0.0 0.0 0.0
C -6.8026 -0.5790 4.2305 0.0 0.0 0.0
C -6.2476 0.3730 3.4193 0.0 0.0 0.0
H -6.3947 0.6589 1.3340 0.0 0.0 0.0
H -7.8873 -1.3516 1.2000 0.0 0.0 0.0
H -8.1443 -2.2994 3.7203 0.0 0.0 0.0
H -6.6729 -0.6497 5.2972 0.0 0.0 0.0
H -5.6040 1.2069 3.6426 0.0 0.0 0.0
N -1.5381 -9.6010 -6.2551 0.0 0.0 0.0
C -1.5249 -10.2459 -7.4619 0.0 0.0 0.0
C -0.6663 -11.3070 -7.3597 0.0 0.0 0.0
C -0.1427 -11.3025 -6.0379 0.0 0.0 0.0
C -0.7006 -10.2388 -5.3810 0.0 0.0 0.0
H -2.0804 -8.7843 -6.0434 0.0 0.0 0.0
H -2.1244 -9.8969 -8.2849 0.0 0.0 0.0
H -0.4390 -12.0097 -8.1434 0.0 0.0 0.0
H 0.5611 -12.0014 -5.6183 0.0 0.0 0.0
H -0.5755 -9.8822 -4.3728 0.0 0.0 0.0
N -2.2625 2.9304 8.9612 0.0 0.0 0.0
C -2.5456 2.5493 7.6800 0.0 0.0 0.0
C -1.5819 3.0816 6.8644 0.0 0.0 -0.1
C -0.6818 3.8103 7.6879 0.0 0.0 0.0
C -1.1300 3.6971 8.9765 0.0 0.0 0.0
H -2.8051 2.6869 9.7687 0.0 0.0 0.0
H -3.4028 1.9367 7.4590 0.0 0.0 0.0
H -1.5257 2.9633 5.7939 0.0 0.0 0.0
H 0.1903 4.3541 7.3711 0.1 0.1 -0.1
H -0.7415 4.0949 9.8978 0.0 0.0 0.0
```
Forces are in eV/Å.



No. 2
This record from the Open Molecules 2025 dataset describes a cluster of 8 separate species, C53H88BN2O33PS in total in a non-equilibrium geometry. The level of theory is ωB97M-V/def2-TZVPD.

Summary:
Structure (SMILES): [H]/N=C\C[C@@]1(B(O)OC)OS(=O)(=O)[C@H](CCP(=O)(OCC)OCC)[C@](COC(C)=O)(N=C(C)C)[C@H]1CCCCOC(C)=O.C[C@@H]1COC(=O)O1.C[C@@H]1COC(=O)O1.C[C@@H]1COC(=O)O1.C[C@@H]1COC(=O)O1.C[C@@H]1COC(=O)O1.C[C@@H]1COC(=O)O1.C[C@@H]1COC(=O)O1
Largest force on an atom: 0.041 Eh/bohr

Structure (XYZ):
```
179
Properties=species:S:1:pos:R:3:forces:R:3
H 0.4117 0.2212 2.4011 -0.1 0.1 0.0
N 0.4516 -0.6776 1.9123 -0.1 0.1 0.2
C 1.6365 -0.9376 1.5621 -0.1 0.0 -0.1
C 2.8685 -0.1334 1.8106 0.0 -0.4 0.0
C 3.7643 0.2726 0.6250 0.2 0.5 0.5
B 5.0397 0.9957 1.3012 0.3 -0.2 -0.1
O 5.7359 0.2871 2.2407 -0.6 0.0 0.5
O 5.4678 2.2488 0.9581 0.0 0.0 -0.2
C 6.5990 2.3087 0.0723 -0.2 0.4 0.4
O 4.3413 -1.0120 0.1615 -0.5 -0.1 -0.3
S 4.1818 -1.4456 -1.3552 0.3 -0.4 -0.2
O 5.0879 -0.6735 -2.1471 0.1 0.4 -0.1
O 4.3521 -2.8613 -1.3816 -0.2 -0.3 0.3
C 2.5147 -0.9859 -1.7582 0.3 0.8 -0.4
C 2.1963 -1.3969 -3.1923 -0.1 -1.2 0.0
C 1.8688 -2.8969 -3.4080 -0.5 0.9 0.6
P 0.1666 -3.3652 -3.0131 0.1 -0.5 -0.9
O -0.5467 -3.9274 -4.1654 -0.1 -0.1 -0.2
O 0.2900 -4.4564 -1.8539 -0.3 0.7 0.3
C 0.0285 -4.1716 -0.4669 0.1 -0.7 0.1
C 0.8015 -5.1887 0.3319 -0.2 0.2 0.0
O -0.5046 -2.0353 -2.4510 0.3 -0.2 0.5
C -1.9301 -2.0830 -2.2141 -0.8 0.1 0.2
C -2.2861 -1.6174 -0.8245 0.2 0.0 0.2
C 2.3850 0.5845 -1.6315 -0.7 -1.5 -0.7
C 0.8597 0.7736 -1.3019 -0.2 0.2 0.0
O 0.2595 1.9083 -1.9403 0.6 0.2 -0.4
C -0.6691 1.5828 -2.8902 -0.5 -0.1 0.3
C -0.3725 1.9842 -4.2915 0.2 0.2 0.0
O -1.6939 1.0434 -2.5834 -0.1 -0.3 0.1
N 2.6948 1.1471 -2.9015 -0.2 1.8 1.0
C 3.3298 2.1737 -3.3014 0.2 -0.9 -0.4
C 2.7142 3.4522 -3.7716 0.0 -0.1 0.3
C 4.8288 2.1762 -3.4629 0.0 -0.1 -0.3
C 3.3021 1.1706 -0.5419 0.0 0.2 0.0
C 2.8057 2.5785 -0.1528 -0.1 0.0 0.1
C 1.9279 2.7619 1.0810 0.0 0.6 -0.2
C 0.9205 3.8841 0.8762 -0.2 -0.3 0.4
C 0.2577 4.2453 2.1808 0.3 0.2 0.2
O -0.3172 3.0501 2.7448 -0.1 -0.1 -0.4
C -1.6472 3.1278 3.0164 -0.1 0.2 0.4
C -2.4977 2.2390 2.1809 0.0 -0.2 -0.1
O -2.0766 3.8482 3.8733 0.1 0.1 -0.1
H 1.8020 -1.8957 1.0833 0.1 -0.3 -0.3
H 2.6478 0.6924 2.4722 -0.1 0.4 0.0
H 3.5040 -0.7890 2.4005 0.3 -0.1 0.1
H 6.0960 0.9000 2.8922 0.5 -0.1 -0.2
H 6.7637 1.3675 -0.4398 0.1 -0.2 -0.1
H 6.4047 3.0880 -0.6523 -0.1 0.1 -0.2
H 7.4775 2.6010 0.6319 0.3 -0.1 0.1
H 1.7936 -1.4834 -1.1221 0.2 -0.2 0.6
H 1.3094 -0.8524 -3.4773 0.0 0.4 -0.3
H 3.0163 -1.1537 -3.8527 0.2 0.4 -0.1
H 2.5158 -3.5512 -2.8451 0.4 -0.2 0.0
H 1.9409 -3.0789 -4.4696 0.2 -0.3 -0.3
H 0.3050 -3.1635 -0.1862 0.1 0.4 -0.2
H -1.0301 -4.2984 -0.2798 -0.3 0.2 -0.1
H 1.7762 -5.3242 -0.1211 0.3 0.0 0.1
H 0.2756 -6.1341 0.3452 0.0 -0.3 -0.1
H 0.8972 -4.8651 1.3596 0.2 0.0 0.3
H -2.4302 -1.4522 -2.9357 0.3 0.2 -0.3
H -2.3083 -3.0829 -2.3754 0.1 -0.3 -0.1
H -1.6268 -0.8234 -0.4986 0.1 0.3 0.0
H -2.2456 -2.4141 -0.0950 0.1 -0.2 0.2
H -3.2965 -1.2326 -0.8242 -0.3 0.1 0.0
H 0.7059 0.8829 -0.2424 0.0 0.0 0.4
H 0.2988 -0.0981 -1.6078 -0.1 -0.3 -0.1
H -0.5044 3.0572 -4.3839 0.0 0.2 -0.1
H 0.6456 1.7553 -4.5649 0.4 -0.1 0.1
H -1.0511 1.4676 -4.9503 -0.3 0.0 -0.2
H 2.6859 3.4768 -4.8563 -0.1 0.1 -0.3
H 1.7514 3.6314 -3.3197 -0.4 -0.1 -0.1
H 3.3973 4.2358 -3.4703 0.1 0.3 0.0
H 5.1491 1.1751 -3.7109 0.2 -0.2 0.2
H 5.1364 2.8595 -4.2474 0.1 0.2 -0.1
H 5.3105 2.4968 -2.5429 0.1 0.0 0.2
H 4.2329 1.3558 -1.0628 0.2 -0.1 -0.2
H 2.2512 2.9647 -0.9993 -0.2 -0.1 -0.3
H 3.6541 3.2414 -0.0623 0.2 0.1 0.1
H 2.5268 3.0341 1.9494 0.2 -0.2 0.2
H 1.3468 1.8938 1.3337 0.0 -0.4 0.1
H 1.3854 4.7698 0.4556 0.1 0.2 -0.2
H 0.1329 3.5307 0.2186 0.0 0.1 -0.5
H -0.4990 5.0070 2.0327 -0.3 0.1 0.1
H 0.9803 4.6443 2.8851 0.1 0.0 0.2
H -2.5411 1.2561 2.6357 0.1 -0.3 0.1
H -3.5014 2.6314 2.1470 -0.3 0.1 0.0
H -2.0942 2.1287 1.1826 0.1 0.0 -0.2
C 3.5196 -10.6202 1.4203 0.0 -0.1 0.3
C 2.5071 -9.5075 1.5164 0.1 0.0 0.0
C 3.0225 -8.1406 1.1156 -0.2 0.1 -0.1
O 2.2376 -7.2621 1.9355 0.2 -0.1 0.0
C 1.8469 -7.9549 3.0351 0.0 0.1 0.1
O 1.3411 -7.4662 3.9911 0.0 0.0 0.0
O 2.1197 -9.2693 2.8850 0.0 -0.1 -0.1
H 3.0604 -11.5806 1.6503 0.0 0.0 0.0
H 3.9356 -10.6686 0.4137 0.0 0.0 0.0
H 4.3299 -10.4604 2.1326 0.0 0.1 -0.1
H 1.6005 -9.7575 0.9584 0.0 0.0 0.0
H 2.8666 -7.9102 0.0639 -0.1 0.1 0.1
H 4.0725 -8.0104 1.3676 0.2 0.0 0.0
C -4.2107 5.7578 4.9595 -0.3 0.1 0.4
C -5.3567 6.4697 4.2903 0.3 0.0 0.1
C -5.0377 7.8615 3.7861 0.0 0.1 -0.1
O -6.3113 8.5225 3.8828 0.1 0.0 0.0
C -7.0204 7.9045 4.8528 0.1 -0.1 0.0
O -8.0315 8.3215 5.3226 -0.1 0.1 0.0
O -6.4234 6.7536 5.2218 0.0 -0.1 -0.1
H -4.4876 4.7401 5.2262 0.0 0.0 -0.1
H -3.3496 5.7134 4.3022 0.0 0.0 -0.1
H -3.9335 6.2761 5.8786 0.0 0.1 -0.1
H -5.7752 5.8539 3.4893 -0.1 0.0 0.0
H -4.6856 7.8737 2.7582 -0.1 0.1 -0.1
H -4.3204 8.3895 4.4179 0.0 0.0 0.1
C -7.0927 11.7173 5.8611 0.0 -0.3 -0.2
C -5.6554 11.7432 6.3134 -0.3 0.1 -0.1
C -5.0248 13.1199 6.3667 0.1 0.0 0.1
O -3.6456 12.8409 6.0864 -0.1 0.1 0.0
C -3.5928 11.6983 5.3642 0.0 -0.1 0.0
O -2.6234 11.2883 4.8133 0.1 0.0 0.0
O -4.7978 11.0860 5.3550 0.0 0.0 0.1
H -7.5002 10.7083 5.9108 0.0 0.0 0.0
H -7.7036 12.3673 6.4883 0.0 0.0 0.0
H -7.1688 12.0450 4.8240 0.0 0.1 0.0
H -5.5419 11.2244 7.2687 0.1 0.0 0.0
H -5.1202 13.6034 7.3350 0.1 0.0 0.0
H -5.4125 13.7816 5.5889 0.0 0.0 0.0
C 5.4943 4.4438 -8.6085 0.1 -0.2 0.2
C 4.5471 5.2065 -7.7187 0.1 0.0 -0.1
C 4.7423 6.7098 -7.7027 -0.1 0.0 0.0
O 4.3161 7.0614 -6.3789 0.1 0.0 -0.1
C 4.4897 5.9831 -5.5854 0.0 0.0 0.0
O 4.4108 5.9897 -4.4003 0.1 0.2 0.0
O 4.7667 4.8862 -6.3286 -0.1 0.0 0.0
H 5.2439 3.3842 -8.6226 0.0 0.0 0.0
H 5.4445 4.8233 -9.6288 0.0 0.0 0.0
H 6.5166 4.5363 -8.2417 0.0 0.1 0.0
H 3.5101 4.9546 -7.9549 0.0 0.0 0.0
H 4.1410 7.2331 -8.4405 -0.1 0.1 0.1
H 5.7907 6.9928 -7.8199 0.0 -0.1 0.0
C -6.5416 -6.0901 -4.4512 0.0 -0.3 0.2
C -6.3503 -4.8842 -3.5710 0.0 -0.1 -0.2
C -5.4058 -3.8283 -4.1116 0.0 0.0 0.0
O -4.8614 -3.2632 -2.9098 0.0 0.0 -0.1
C -4.9253 -4.2069 -1.9416 0.0 -0.1 -0.1
O -4.3704 -4.1284 -0.8931 0.0 0.0 0.1
O -5.6862 -5.2453 -2.3405 -0.1 0.0 0.0
H -7.2880 -6.7588 -4.0228 -0.1 0.0 0.0
H -6.8744 -5.7994 -5.4474 0.0 0.1 0.0
H -5.6089 -6.6485 -4.5385 0.1 0.1 -0.1
H -7.3152 -4.4433 -3.3088 0.0 0.0 0.0
H -5.9041 -3.0593 -4.6953 0.0 0.1 0.1
H -4.5883 -4.2576 -4.6951 0.0 -0.1 0.0
C -5.9422 -9.1393 -0.0903 0.0 0.2 -0.1
C -7.4185 -9.2722 -0.3641 0.2 -0.1 0.0
C -7.8306 -10.5285 -1.1072 -0.1 0.0 0.0
O -8.9878 -10.0917 -1.8356 0.1 -0.1 0.1
C -8.8761 -8.7560 -2.0229 0.1 0.0 0.0
O -9.5606 -8.1140 -2.7502 -0.1 0.1 -0.1
O -7.8689 -8.2537 -1.2772 0.0 0.0 0.1
H -5.7377 -8.2514 0.5056 0.0 0.0 0.0
H -5.5767 -10.0118 0.4516 0.0 0.0 0.0
H -5.3911 -9.0402 -1.0255 0.0 -0.1 0.0
H -7.9923 -9.1640 0.5598 -0.1 0.0 0.0
H -8.0904 -11.3552 -0.4519 -0.1 0.0 0.0
H -7.0701 -10.8544 -1.8207 0.0 0.0 0.0
C 6.6273 -2.7924 3.8554 0.3 -0.1 0.0
C 5.7988 -3.9608 4.3170 0.0 0.2 0.1
C 4.8024 -3.6380 5.4147 -0.1 -0.2 0.0
O 4.7222 -4.8780 6.1315 0.1 0.2 0.0
C 5.8849 -5.5510 5.9387 -0.2 -0.1 0.0
O 6.1997 -6.5298 6.5313 0.1 0.0 0.0
O 6.6155 -4.9581 4.9688 0.0 0.1 -0.2
H 7.2712 -3.0746 3.0240 0.0 0.0 0.0
H 5.9883 -1.9724 3.5271 0.0 0.0 0.0
H 7.2707 -2.4456 4.6650 -0.1 0.0 0.1
H 5.3032 -4.4421 3.4692 0.0 0.0 0.1
H 3.8198 -3.3551 5.0433 0.0 -0.1 0.0
H 5.1711 -2.8665 6.0943 0.1 0.0 0.0
```
Forces are in eV/Å.



Number 1: lowest unoccupied orbital energy -0.138 hartree, E_tot -157390.3684 eV, HOMO -0.338 Ha. Number 2: lowest unoccupied orbital energy 0.002 hartree, E_tot -147740.6622 eV, HOMO -0.292 Ha.